No. 1
This record from the OMol25 dataset describes a cluster of 2 separate species, C4H11NO2 in total at a distorted geometry. The level of theory is ωB97M-V/def2-TZVPD.

Output
**SMILES string**: CC(=O)O.CCN

ORCA input file:
```
! wB97M-V def2-TZVPD RIJCOSX def2/J DEFGRID3
* xyz 0 1
C -0.77406 -0.82991 -2.10610
C 0.25514 0.21562 -2.53944
O 0.27543 0.83028 -3.56896
O 1.21691 0.28865 -1.53931
H -1.56212 -0.18061 -1.89957
H -0.59507 -1.41304 -1.12484
H -1.06699 -1.75628 -2.72177
H 1.35732 -0.16680 -0.89077
C -0.87835 0.55074 1.13907
C 0.11003 0.34434 2.21668
N 1.34886 -0.27833 1.50941
H -0.44422 0.36125 0.13705
H -1.37422 1.55621 1.14172
H -1.69308 -0.21957 1.11391
H 0.33960 1.30162 2.72655
H -0.31790 -0.21607 3.06423
H 2.01842 0.59558 1.32429
H 1.78429 -0.98370 2.01786
*
```

In elementary charge units, the Mulliken charges are: -0.9294 0.6772 -0.5212 -0.4294 0.3198 0.2920 0.3121 0.3019 -0.3748 -0.3560 -0.5718 -0.2507 0.3353 0.2507 0.2111 0.2867 0.2700 0.1764

---

No. 2
This record from the OMol25 dataset describes the molecule C4H11NO2 at a distorted geometry. The level of theory is ωB97M-V/def2-TZVPD.

Output
**SMILES string**: OCCCNCO

ORCA input file:
```
! wB97M-V def2-TZVPD RIJCOSX def2/J DEFGRID3
* xyz 0 1
O 1.75989 -1.60537 -1.81185
C 0.99978 -0.43305 -2.06629
C 0.58008 0.25638 -0.77842
C -0.74702 -0.33881 -0.25712
N -1.24980 -0.07316 1.10394
C -0.52355 0.25438 2.27446
O -0.96897 1.53385 2.83957
H 2.69374 -1.39768 -1.97745
H 1.43184 0.30671 -2.75707
H 0.17846 -0.77372 -2.70887
H 0.34247 1.32262 -0.90890
H 1.28928 0.20305 0.04670
H -0.70886 -1.42647 -0.30150
H -1.51666 -0.03753 -0.95689
H -2.19826 0.23822 1.07932
H 0.52678 0.40244 2.02875
H -0.69275 -0.42309 3.10672
H -1.19644 1.99124 2.04487
*
```

In elementary charge units, the Mulliken charges are: -0.5069 -0.6905 -0.2275 -0.7365 -0.3069 -0.1502 -0.5442 0.3055 0.3600 0.2871 0.2714 0.3265 0.2765 0.3479 0.2630 0.2010 0.2449 0.2788

---

No. 3
This record from the OMol25 dataset describes a cluster of 3 separate species, C4H11NO2 in total at a distorted geometry. The level of theory is ωB97M-V/def2-TZVPD.

ORCA input file:
```
! wB97M-V def2-TZVPD RIJCOSX def2/J DEFGRID3
* xyz 0 1
C -2.29177 -0.59014 0.43762
N -1.04019 -0.85751 -0.26470
C 0.04359 -0.34238 0.49088
C 0.10811 1.10506 0.59285
C 1.17437 0.34172 -0.40025
O 2.30966 0.26169 0.07815
H -2.63847 0.46581 0.42911
H -3.06932 -1.10344 -0.11187
H -2.27850 -1.05403 1.43936
H 5.54795 -1.54148 0.86475
H 0.23625 -0.79138 1.47261
H 4.84865 -1.71455 1.09566
H 0.79586 1.63142 1.28096
H -0.55837 1.71133 -0.02996
H 1.05660 0.72921 -1.42433
H -1.06221 -0.23853 -1.13052
H -1.67307 0.94288 -2.88557
O -1.50914 1.04434 -1.93476
*
```

In elementary charge units, the Mulliken charges are: -0.8657 -0.4245 -0.3600 -0.3519 0.1501 -0.3764 0.2992 0.3065 0.3457 0.0798 0.4420 -0.0780 0.3765 0.2043 0.4777 0.4847 0.1448 -0.8550

---

No. 4
This record from the OMol25 dataset describes a cluster of 2 separate species, C4H11NO2 in total at a distorted geometry. The level of theory is ωB97M-V/def2-TZVPD.

Output
**SMILES string**: CCNCC=O.O

ORCA input file:
```
! wB97M-V def2-TZVPD RIJCOSX def2/J DEFGRID3
* xyz 0 1
C 0.81389 1.95898 2.21004
C 0.69920 1.36261 0.81463
N -0.18452 0.19483 0.81817
C -0.32282 -0.33053 -0.55488
C 0.90626 -1.01110 -1.09739
O 1.33646 -0.79661 -2.19683
H 1.48535 2.81859 2.16503
H 1.26003 1.25527 2.90934
H -0.14872 2.37064 2.51101
H 1.69156 0.97446 0.57020
H 0.37912 2.11406 0.09004
H -1.11420 0.49558 1.09157
H -1.13923 -1.03953 -0.54390
H -0.54880 0.48401 -1.24984
H 1.26339 -1.90329 -0.54343
O -1.81128 -2.74133 -2.25270
H -1.84030 -3.54972 -2.78792
H -2.72537 -2.65690 -1.95311
*
```

In elementary charge units, the Mulliken charges are: -1.2099 -0.3309 -0.4447 -0.4022 0.0006 -0.4537 0.3510 0.3232 0.3336 0.2997 0.3378 0.2420 0.3575 0.2753 0.3266 -0.6033 0.2950 0.3023

---

| no. | frontier orbital gap (Ha) | M (g/mol) | E_tot (hartree) |
| --- | --- | --- | --- |
| 1 | 0.3976 | 105.14 | -364.1510 |
| 2 | 0.3479 | 105.14 | -364.1872 |
| 3 | 0.1681 | 105.14 | -363.9482 |
| 4 | 0.3612 | 105.14 | -364.2083 |